A single C24H27N5O3S molecule at a distorted geometry, computed with wB97M-V/def2-TZVPD.

Geometry as ORCA input:
```
! RIJCOSX wB97M-V def2-TZVPD def2/J DEFGRID3
* xyz 0 1
C 7.080 2.861 1.559
H 7.100 3.926 1.779
H 6.186 2.432 2.009
H 7.944 2.396 2.027
C 7.117 2.627 0.046
C 7.081 1.158 -0.286
C 8.265 0.499 -0.586
C 8.290 -0.854 -0.873
C 7.108 -1.574 -0.866
C 5.913 -0.945 -0.569
C 5.894 0.413 -0.273
N 4.699 1.072 0.046
C 3.457 0.576 0.098
N 3.071 -0.618 -0.142
N 1.736 -0.769 0.013
C 1.032 0.345 0.393
N -0.229 0.410 0.594
C -0.945 -0.742 0.411
C -2.327 -0.708 0.627
C -3.084 -1.850 0.450
C -2.463 -3.048 0.068
C -1.109 -3.096 -0.150
C -0.330 -1.947 0.015
C 1.109 -2.011 -0.213
O 1.749 -2.976 -0.555
H -0.614 -4.009 -0.445
H -3.080 -3.927 -0.040
C -4.564 -1.895 0.684
O -5.134 -2.929 0.978
N -5.202 -0.714 0.551
H -4.717 0.103 0.218
C -6.631 -0.579 0.688
C -7.332 -0.408 -0.665
H -7.297 -1.346 -1.221
C -6.654 0.677 -1.521
O -6.226 1.800 -0.780
C -7.049 2.954 -0.820
C -8.375 2.776 -0.078
H -9.002 2.036 -0.567
H -8.190 2.462 0.946
H -8.911 3.721 -0.063
C -6.227 4.080 -0.199
H -6.766 5.020 -0.265
H -6.027 3.854 0.845
H -5.278 4.175 -0.719
H -7.264 3.198 -1.875
H -5.746 0.255 -1.969
H -7.320 0.982 -2.337
H -8.377 -0.162 -0.478
H -6.834 0.294 1.314
H -6.997 -1.479 1.186
H -2.752 0.227 0.958
S 2.125 1.696 0.567
H 4.782 2.056 0.256
H 4.991 -1.500 -0.562
H 7.111 -2.629 -1.090
H 9.225 -1.340 -1.103
H 9.186 1.064 -0.595
H 8.043 3.051 -0.348
H 6.293 3.160 -0.438
*
```

Computed properties:
Energy, eV: -49755.616
Kohn-Sham gap, eV: 8.35
HOMO energy, eV: -8.23
Relative energy (zero: lowest compared OMol25 entry of this formula, charge and spin), kJ/mol: 40.21